# C9H32O7

A molecular structure, C9H32O7 in a non-equilibrium geometry (ωB97M-V/def2-TZVPD, the OMol25 dataset).

Total energy = -24164.394 eV
Largest force on an atom = 15.0 eV/A
HOMO level = -6.409 eV
Relative energy (zero: lowest compared OMol25 entry of this formula, charge and spin) = 480.0 kcal per mole

```
! RIJCOSX wB97M-V def2-TZVPD def2/J DEFGRID3
* xyz 0 1
H -2.580 2.085 1.896
C 1.140 2.142 -1.110
C 1.633 1.145 -2.122
O 0.105 -0.549 3.368
H 1.019 3.106 -1.605
O -0.309 -2.590 -0.408
H -0.710 -1.048 3.415
H -2.194 2.486 -0.211
H 1.710 -3.810 -1.245
H 2.029 -0.961 -2.236
H -0.448 -1.692 -0.810
O -1.830 0.160 0.132
H -0.006 0.154 4.008
H -4.321 0.992 0.205
H -1.053 2.298 2.624
H 2.931 -2.464 -0.697
H -2.119 2.505 -1.723
H 2.645 1.457 -2.379
H -1.140 -0.511 -0.164
H 1.109 0.278 -3.733
C 0.983 -2.149 -0.081
H -0.867 1.930 0.047
C -0.990 1.104 0.747
H 0.164 -0.448 1.633
H -3.532 1.899 -0.715
C -1.631 1.571 2.053
H 0.108 1.915 -0.842
H 2.324 -2.100 1.625
O -3.496 1.049 -0.277
C 0.369 0.388 0.964
C 1.277 -2.344 1.444
H 1.105 1.006 1.479
C 1.962 -2.760 -1.098
H 0.827 -0.036 0.071
H 0.896 -0.458 -0.944
C 1.804 -0.200 -1.489
H 1.739 -2.349 -2.082
H -0.359 -3.520 -0.177
H -2.696 0.552 0.001
H 1.099 -1.066 -0.082
O 0.867 1.093 -3.287
H 2.510 -0.152 -0.660
H 1.666 2.150 -0.155
O -2.533 2.944 -0.980
H 1.181 -3.375 1.785
O -1.025 -0.954 -1.004
H -1.954 0.849 2.803
H 0.585 -1.724 2.014
*
```